Record 1
Here is a cluster of 2 separate species, C2H8N2O2 in total from the Open Molecules 2025 dataset. Energies are from ωB97M-V/def2-TZVPD.

As for the structure (SMILES): NC=O.NCO. The LUMO energy is 1.0 eV. For the energy above the lowest of the compared OMol25 structures with the same formula, charge and spin, the calculation gives 1.4420 eV.

```
14
Properties=species:S:1:pos:R:3:lowdin_charge:R:1
H -1.05 -0.87 2.90 0.07
H -0.67 0.64 2.31 0.06
H 0.85 -0.42 -1.31 0.02
N -0.90 -0.31 2.07 0.03
O -0.45 -1.23 -0.15 -0.13
H 0.98 -0.33 0.88 0.10
H 0.40 -1.82 1.68 0.10
C 0.09 -0.91 1.17 -0.30
N 0.89 0.34 -1.89 0.12
C 0.18 1.47 -1.63 -0.38
O 0.07 1.94 -0.49 -0.03
H -1.33 -0.79 -0.14 0.10
H -0.10 2.06 -2.49 0.11
H 1.05 0.24 -2.92 0.12
```



Record 2
Here is the molecule C4H4N2O from the Open Molecules 2025 dataset. Energies are from ωB97M-V/def2-TZVPD.

As for the structure (SMILES): [H]/N=c1/cncco1. The LUMO energy is 0.0 eV. For the energy above the lowest of the compared OMol25 structures with the same formula, charge and spin, the calculation gives 1.4275 eV.

```
11
Properties=species:S:1:pos:R:3:lowdin_charge:R:1
H -1.03 0.84 1.98 0.12
C 1.01 -0.21 -1.00 -0.10
C 1.35 0.86 -0.28 -0.13
N 0.65 1.26 0.87 0.09
O -0.12 -0.92 -0.76 0.05
H 2.12 1.50 -0.69 0.10
H 1.59 -0.59 -1.82 0.13
H -2.20 -1.79 -0.22 0.07
C -0.41 0.59 1.12 -0.07
C -0.93 -0.51 0.28 -0.40
N -2.04 -1.07 0.49 0.16
```



Record 3
Here is the molecule CH5NO3S2 from the Open Molecules 2025 dataset. Energies are from ωB97M-V/def2-TZVPD.

The LUMO energy is -0.1 eV. For the energy above the lowest of the compared OMol25 structures with the same formula, charge and spin, the calculation gives 1.0224 eV.

```
12
Properties=species:S:1:pos:R:3:lowdin_charge:R:1
H 2.61 -0.62 -1.43 0.07
N 0.55 0.37 -1.14 -0.50
H -2.35 0.28 -0.91 0.04
S 1.94 0.18 -0.40 0.97
H -2.37 -0.29 0.89 0.06
O -0.82 2.21 -0.18 -0.31
H 2.07 -0.83 1.37 0.00
H -1.66 -1.30 -0.08 0.08
C -1.91 -0.22 -0.09 -0.12
O 2.16 -1.24 0.52 -0.35
S -0.42 0.86 0.06 0.46
O 0.20 0.59 1.37 -0.41
```



Record 4
Here is a structure of composition C20H24FeN2O3P2 from the Open Molecules 2025 dataset. Energies are from ωB97M-V/def2-TZVPD.

Its expectation value of S² is 8.841. Its spin multiplicity is 6. The LUMO energy (spin up / spin down) is -3.4 / -6.2 eV. Its charge is +1.

```
52
Properties=species:S:1:pos:R:3:lowdin_charge:R:1
H 3.55 0.55 -3.08 0.06
H 2.02 -2.53 2.81 0.06
O 3.25 0.49 2.09 0.10
O 0.03 0.99 3.23 0.00
H -3.45 3.68 0.08 0.12
C 1.04 -2.66 2.32 -0.22
C 2.77 2.45 -0.95 -0.22
C -1.23 1.27 -0.85 -0.19
H 2.07 3.09 -0.40 0.05
P 1.18 -2.11 0.60 0.80
C -3.77 -0.99 1.59 0.00
N -0.85 -0.02 -0.44 0.02
C -2.78 -0.22 0.96 -0.14
P 1.97 0.86 -1.27 0.81
H 3.06 2.92 -1.90 0.06
H -3.36 1.72 1.70 0.14
H 0.30 -2.03 2.83 0.05
C 2.35 0.23 1.40 -0.28
C -1.60 -2.25 0.30 -0.21
C -1.76 -0.85 0.24 -0.19
C -2.24 1.91 -0.13 -0.15
N 0.45 2.16 3.15 -0.05
H 2.68 -2.85 -1.14 0.04
C -2.09 3.81 -1.62 -0.04
C -3.71 -2.38 1.51 -0.04
C -2.62 -3.00 0.88 -0.02
H 2.72 -0.98 -2.65 0.04
C -0.55 1.94 -1.90 -0.20
H -2.53 -4.08 0.84 0.12
C 2.57 -3.06 -0.07 -0.23
C -1.03 3.18 -2.30 -0.02
C -2.56 1.23 1.15 -0.06
C 3.18 -0.07 -2.25 -0.23
H -1.54 1.25 1.70 0.13
O 0.66 2.71 2.05 0.04
H 3.49 -2.77 0.46 0.06
H 4.03 -0.35 -1.61 0.06
Fe 0.85 0.00 0.36 0.16
C 0.67 1.30 -2.52 -0.25
H -0.55 3.67 -3.14 0.12
H -4.57 -0.48 2.13 0.12
H -0.31 -3.95 0.01 0.10
H -4.49 -3.00 1.96 0.12
H 1.13 1.99 -3.24 0.10
C -0.32 -2.87 -0.21 -0.25
H 2.38 -4.13 0.08 0.06
H 3.65 2.28 -0.32 0.06
H -2.44 4.78 -1.96 0.12
H 0.73 -3.71 2.35 0.06
H -0.20 -2.70 -1.29 0.10
C -2.66 3.19 -0.51 0.00
H 0.40 0.36 -3.03 0.10
```



Record 5
Here is a cluster of 4 separate species, C4H16N2O3 in total from the Open Molecules 2025 dataset. Energies are from ωB97M-V/def2-TZVPD.

As for the structure (SMILES): N/C=C/CCN.O.O.O. The LUMO energy is 0.7 eV. For the energy above the lowest of the compared OMol25 structures with the same formula, charge and spin, the calculation gives 3.3761 eV.

```
25
Properties=species:S:1:pos:R:3:lowdin_charge:R:1
H 2.55 -1.26 1.69 0.15
H -0.66 1.21 1.40 -0.03
H -0.86 -0.99 -3.04 0.05
H -2.34 -0.84 -2.20 0.10
C 1.41 -1.12 1.26 -0.29
H 0.65 1.79 -0.42 0.02
N 0.84 -2.45 1.10 0.02
H -0.12 -2.42 0.94 0.03
C 0.89 -0.47 -1.22 -0.19
H -2.42 2.66 0.28 0.02
H 1.46 -0.39 -2.15 0.11
O -2.16 2.59 -0.61 -0.01
H 1.32 -3.10 0.62 0.02
H -0.50 2.58 -0.08 -0.08
O 0.23 2.27 0.29 -0.01
N -1.30 -0.89 -2.18 0.03
H 0.76 -0.47 1.94 0.12
O -1.46 0.97 1.85 0.00
H -0.84 -0.58 0.02 0.11
H 2.12 0.67 0.05 0.15
C -0.49 -0.61 -1.05 -0.18
H -1.39 0.74 2.70 -0.03
H 2.80 -1.00 -0.51 0.14
H -2.27 1.65 -0.59 0.03
C 1.78 -0.53 -0.08 -0.30
```



Record 6
Here is a cluster of 6 separate species, C8H12Br4Cl12 in total from the Open Molecules 2025 dataset. Energies are from ωB97M-V/def2-TZVPD.

As for the structure (SMILES): ClC(Cl)Cl.ClC(Cl)Cl.ClC(Cl)Cl.ClC(Cl)Cl.BrCCBr.BrCCBr. The LUMO energy is 0.3 eV. For the energy above the lowest of the compared OMol25 structures with the same formula, charge and spin, the calculation gives 0.0000 eV.

```
36
Properties=species:S:1:pos:R:3:lowdin_charge:R:1
Cl -3.28 -2.04 0.49 0.50
Cl -0.15 -2.16 5.12 0.56
H 3.07 -1.21 -0.72 0.05
Cl -2.11 -0.59 3.66 0.55
Cl -5.51 -3.75 -0.20 0.53
Cl -1.72 2.78 1.51 0.56
Cl -5.08 -2.97 2.56 0.55
Cl -5.21 -0.14 -4.63 0.53
H -3.38 0.16 -3.20 -0.01
C 2.96 -0.75 -2.80 -0.74
Br 2.71 3.66 1.15 0.63
Br 0.72 -1.70 -1.46 0.64
C 4.30 2.71 0.56 -0.71
C 4.40 1.45 1.31 -0.71
Cl -0.32 -2.40 2.22 0.50
H 2.26 -0.44 -3.57 0.06
Cl 0.45 0.95 0.87 0.50
H 3.48 0.89 1.24 0.02
Cl -1.74 1.29 -1.02 0.53
Cl -5.27 -0.12 -1.76 0.54
C -1.30 1.27 0.69 -1.51
Br 5.78 0.34 0.49 0.62
H -1.84 0.45 1.14 -0.07
H 3.21 -1.77 -3.12 0.06
Cl -4.43 2.25 -3.19 0.50
H 5.15 3.36 0.76 0.06
H -5.56 -1.64 0.69 -0.02
H 4.72 1.58 2.33 0.06
H 0.18 -0.52 3.47 -0.02
C -4.42 0.47 -3.17 -1.56
C -4.92 -2.49 0.89 -1.58
C 2.40 -0.74 -1.43 -0.74
C -0.52 -1.33 3.62 -1.57
Br 4.56 0.31 -2.90 0.64
H 4.21 2.56 -0.51 0.03
H 2.20 0.28 -1.10 0.01
```



Record 7
Here is a cluster of 2 separate species, C16H24N3O3PS in total from the Open Molecules 2025 dataset. Energies are from ωB97M-V/def2-TZVPD.

As for the structure (SMILES): CC(=O)N(C)CCCCc1cc([PH2]=O)c2nsnc2c1.CC(C)=O. The LUMO energy is -1.8 eV. For the energy above the lowest of the compared OMol25 structures with the same formula, charge and spin, the calculation gives 13.0925 eV.

```
48
Properties=species:S:1:pos:R:3:lowdin_charge:R:1
C 0.66 2.47 -0.52 -0.21
H 1.55 1.79 4.12 0.02
H 0.31 1.43 -2.78 0.11
H -2.59 -2.38 -0.38 0.14
C -2.79 -1.27 -0.70 -0.19
H 1.25 -1.67 -2.73 0.13
N 1.10 3.58 1.91 -0.28
H -5.75 0.71 -0.94 0.12
H 5.82 2.06 -1.56 0.08
H -3.29 -1.29 2.07 0.08
H 0.51 -2.61 -1.24 0.11
N -4.31 -1.00 -0.70 -0.17
H 0.06 0.00 4.13 0.00
C -4.97 -1.59 0.53 -0.31
O 2.47 -0.52 3.82 -0.54
H 0.79 -1.61 1.01 0.11
C 0.45 1.23 -1.63 0.05
S 0.94 4.77 0.61 0.85
C 4.81 0.99 -0.01 -0.48
C -1.05 -1.85 -2.77 -0.21
H 3.96 -0.12 1.60 0.05
N 0.67 3.95 -0.93 -0.27
O -6.33 -1.75 0.52 -0.07
H -3.23 -1.20 -2.94 0.13
C 0.95 0.74 1.63 -0.25
C -4.19 -2.03 1.90 -0.05
O 3.71 1.31 -0.44 0.04
C 0.49 -0.31 -1.07 -0.13
H 5.48 -0.80 0.96 0.09
H -4.36 0.86 0.44 0.11
H -0.84 -1.61 -3.91 0.12
C 6.08 1.44 -0.69 -0.03
C 0.91 2.29 1.11 -0.27
C 0.73 -0.50 0.58 0.01
C 0.35 -1.69 -1.94 -0.19
H -2.10 0.23 -2.43 0.10
H 6.65 0.57 -1.03 0.08
H 5.50 0.67 1.99 0.09
C -2.30 -0.93 -2.24 -0.20
P 1.27 0.48 3.52 0.73
H -3.96 1.14 -1.39 0.09
C -4.61 0.48 -0.67 -0.10
H -1.35 -3.00 -2.71 0.12
C 4.96 0.13 1.22 -0.02
H -3.84 -3.14 1.80 0.09
H -2.31 -0.47 0.03 0.12
H -4.93 -2.00 2.84 0.11
H 6.67 2.04 0.00 0.09
```



Record 8
Here is a structure of composition C13H18N4Tc from the Open Molecules 2025 dataset. Energies are from ωB97M-V/def2-TZVPD.

Its expectation value of S² is 3.803. Its spin multiplicity is 4. The LUMO energy (spin up / spin down) is -15.3 / -18.3 eV. Its charge is +4. For the energy above the lowest of the compared OMol25 structures with the same formula, charge and spin, the calculation gives 0.3461 eV.

```
36
Properties=species:S:1:pos:R:3:lowdin_charge:R:1
H -1.28 0.80 3.52 0.16
C 4.05 -1.12 -2.12 0.09
C -1.00 -4.00 -2.10 0.09
N -0.52 -1.56 -0.77 -0.06
C -2.00 -3.38 -1.37 0.11
Tc -0.05 0.20 0.15 1.55
C 4.02 0.05 -1.39 0.12
C 0.48 -2.17 -1.50 -0.13
H 2.80 1.36 -0.16 0.15
C 2.82 0.43 -0.73 0.02
C -1.71 -2.16 -0.71 0.01
H -1.19 -4.94 -2.62 0.17
H -0.58 2.49 -1.17 0.14
H -1.84 2.58 2.23 0.16
C 0.25 -3.39 -2.17 0.14
H -2.13 -0.09 2.27 0.13
C -2.05 1.91 0.22 -0.16
H -2.87 1.19 0.17 0.13
H -1.63 1.41 -1.80 0.14
N -0.01 -0.27 2.18 -0.06
C -1.26 0.55 2.46 -0.16
C 2.89 -1.89 -2.18 0.15
H -0.10 -1.23 2.53 0.14
H 0.78 0.13 2.71 0.14
N 1.71 -0.29 -0.78 -0.06
C 1.72 -1.47 -1.51 -0.12
N -1.11 1.64 -0.94 -0.06
H 1.04 -3.86 -2.74 0.15
H -2.49 2.90 0.07 0.16
H -0.30 2.33 1.53 0.14
C -1.31 1.86 1.60 -0.17
H 4.89 0.70 -1.31 0.17
H -2.99 -3.80 -1.28 0.17
H -2.49 -1.66 -0.13 0.14
H 2.89 -2.81 -2.75 0.15
H 4.95 -1.44 -2.64 0.17
```